A structure of composition C39H38N7O6S2Sc. Source: the Open Molecules 2025 dataset; level of theory: ωB97M-V/def2-TZVPD.

The calculation puts the molar mass at 809.87 g/mol. The calculation puts the HOMO energy at -7.30 eV. Its total energy is -3901.06177 hartree. As for the LUMO energy: -0.545 eV. The value obtained for the energy relative to the best compared isomer or geometry (same formula, charge and spin) is 0.2443 eV. As for the HOMO-LUMO gap: 6.7515 eV. Its total charge is 0.

Last column: Löwdin charge in e.
Geometry (Å):
Sc -0.19826 0.53064 1.06316  0.920
C -0.74032 -0.01415 4.42061  -0.080
N -0.08316 0.94296 3.50755  -0.258
C 1.32913 1.10661 3.90055  -0.088
C -0.80892 2.20401 3.56524  -0.219
C -0.55024 3.16405 4.52498  -0.026
C -1.19366 4.39262 4.48637  -0.085
C -2.04780 4.66407 3.43200  -0.079
C -2.32878 3.69779 2.48043  -0.027
C -1.78712 2.41009 2.57048  -0.233
N -2.03680 1.32785 1.73145  -0.027
C -3.17047 1.21056 0.95351  -0.236
C -4.34348 1.97520 1.04679  -0.023
C -5.39182 1.79350 0.15838  -0.089
C -5.31890 0.83709 -0.83929  -0.097
C -4.22225 -0.01725 -0.86847  -0.035
C -3.18544 0.13502 0.03285  -0.228
N -2.12724 -0.84844 0.20368  -0.239
C -1.96213 -1.72264 -0.96013  -0.081
C -2.53235 -1.70373 1.35019  -0.072
H -0.58972 0.29358 5.46100  0.098
H -0.33067 -1.01087 4.27973  0.033
H -1.80894 -0.03064 4.21235  0.091
H 1.43707 1.30101 4.97188  0.088
H 1.76957 1.93825 3.35047  0.096
H 1.86906 0.18988 3.67132  0.048
H 0.17572 2.97189 5.30452  0.110
H -0.99353 5.13509 5.24687  0.101
H -2.49464 5.64608 3.34100  0.105
H -2.93448 3.96808 1.62856  0.105
H -4.44341 2.69804 1.84071  0.098
H -6.27468 2.41300 0.25553  0.104
H -6.12018 0.71779 -1.55574  0.098
H -4.20629 -0.81888 -1.59508  0.104
H -2.79973 -2.41949 -1.06160  0.097
H -1.05718 -2.31023 -0.82713  0.061
H -1.87655 -1.13714 -1.87272  0.087
H -3.46523 -2.22740 1.11492  0.103
H -2.68924 -1.08899 2.23313  0.080
H -1.75207 -2.43303 1.55999  0.053
C 3.69272 -1.40372 0.30111  -0.002
C 3.45143 0.05423 0.44131  -0.335
N 2.28545 0.67205 0.50424  0.101
C 2.57269 2.01651 0.59614  -0.127
C 3.92701 2.20815 0.58992  -0.068
N 4.45696 0.95227 0.49872  0.192
C 4.82912 3.38660 0.66634  -0.492
O 4.25684 4.56234 0.67398  0.145
O 6.02526 3.20921 0.70335  0.102
C 1.45666 2.99789 0.65829  -0.516
O 1.69860 4.20425 0.59686  0.085
O 0.30116 2.46784 0.75983  -0.092
H 2.79920 -1.89673 -0.06552  0.040
H 3.93037 -1.84899 1.26886  0.095
H 4.51898 -1.59050 -0.38568  0.092
H 5.45159 0.78412 0.48037  0.176
H 3.25398 4.49545 0.60114  0.068
S 0.42037 2.44656 -5.51354  1.000
C 0.21508 1.74368 -3.88781  -0.493
C -0.70951 2.29933 -3.01395  -0.040
C -0.86603 1.73396 -1.76122  -0.096
N -0.14986 0.68563 -1.33924  0.003
C 0.74857 0.17021 -2.18065  -0.108
C 0.96406 0.65587 -3.45480  -0.045
C -0.07730 1.00751 -6.46912  -0.516
C 0.84004 0.05912 -6.89136  -0.085
C 0.36340 -1.02549 -7.61749  -0.137
N -0.91501 -1.18758 -7.93634  0.063
C -1.77969 -0.25882 -7.54364  -0.136
C -1.41403 0.85963 -6.80566  -0.077
H -1.30194 3.15362 -3.30878  0.115
H -1.60690 2.12731 -1.07618  0.119
H 1.32475 -0.67106 -1.81311  0.113
H 1.70374 0.19578 -4.09318  0.109
H 1.89515 0.16750 -6.68224  0.105
H 1.04356 -1.79583 -7.96442  0.109
H -2.81342 -0.41518 -7.83152  0.109
H -2.14533 1.59525 -6.50125  0.106
O 2.85250 -8.14084 1.18779  0.116
C 2.21270 -7.31366 0.33135  -0.487
O 1.93032 -7.71494 -0.76401  0.113
C 1.91557 -5.93184 0.79568  -0.144
C 1.42154 -5.03199 -0.14609  -0.006
C 1.09453 -3.73864 0.20665  -0.122
C 1.22197 -3.29605 1.52924  -0.659
S 0.80892 -1.69149 2.06349  0.690
C 1.72696 -4.20203 2.47263  -0.109
C 2.06712 -5.48968 2.11209  -0.027
H 3.07233 -7.69774 2.01201  0.084
H 1.30188 -5.38053 -1.16368  0.123
H 0.73700 -3.05114 -0.54759  0.076
H 1.83393 -3.87110 3.49730  0.101
H 2.44007 -6.14816 2.88935  0.109



A structure of composition C39H39I2N7O4PtS. Source: the Open Molecules 2025 dataset; level of theory: ωB97M-V/def2-TZVPD.

The calculation puts the molar mass at 1150.74 g/mol. The calculation puts the HOMO energy (spin up / spin down) at -11.86 / -11.86 eV. Its total energy is -3306.26704 hartree. As for the LUMO energy (spin up / spin down): -6.663 / -6.663 eV. The value obtained for the energy relative to the best compared isomer or geometry (same formula, charge and spin) is 1.2921 eV. As for the HOMO-LUMO gap (spin up / spin down): 5.1948 / 5.1938 eV. Its total charge is +2.

Last column: Löwdin charge in e.
Geometry (Å):
Pt -0.48624 -0.81419 0.13548  1.349
I -5.43283 -3.23670 -5.12914  0.941
C -4.42516 -2.15238 -3.70054  -0.768
C -5.08917 -1.71808 -2.55413  -0.215
C -4.40291 -1.00686 -1.59165  -0.639
I -5.35001 -0.37644 0.13320  0.992
C -3.01909 -0.68918 -1.74535  -0.461
O -2.36665 -0.01986 -0.85249  -0.317
C -2.37985 -1.15510 -2.91955  -0.178
C -0.94406 -0.80456 -3.09457  -0.109
N -0.07021 -1.32949 -2.01679  -0.081
C -0.05590 -2.80198 -1.94591  -0.101
C -1.26420 -3.28050 -1.18419  -0.236
C -1.99928 -4.39075 -1.54929  0.024
C -3.08358 -4.76672 -0.77426  0.005
C -3.41720 -4.01289 0.33835  -0.011
C -2.65426 -2.90670 0.64664  -0.136
N -1.59734 -2.55698 -0.09886  -0.052
C -3.07612 -1.86560 -3.87688  -0.118
H -6.13834 -1.94487 -2.42076  0.089
H -0.81091 0.28100 -3.09737  0.128
H -0.59686 -1.19100 -4.05719  0.136
H 0.86627 -0.94739 -2.14704  0.102
H 0.84736 -3.10245 -1.40866  0.138
H -0.03326 -3.26765 -2.93365  0.142
H -1.72712 -4.94987 -2.43395  0.135
H -3.66747 -5.63704 -1.04249  0.131
H -4.26717 -4.26569 0.95552  0.127
H -2.87735 -2.25149 1.47669  0.059
H -2.57729 -2.20846 -4.77639  0.104
C 2.23558 0.34078 -4.54746  -0.050
O 2.00115 0.76580 -3.20214  -0.122
C 1.88815 2.11786 -2.99981  -0.223
C 1.43681 3.00136 -3.97047  0.002
C 1.38668 4.36385 -3.70062  -0.044
C 1.79415 4.85578 -2.47140  -0.051
C 2.23230 3.97066 -1.49998  -0.006
C 2.26757 2.61025 -1.75227  -0.169
N 2.73868 1.70392 -0.74873  0.172
C 1.98027 0.72894 -0.20967  -0.369
N 2.63436 -0.40692 0.11900  0.169
C 2.21346 -1.33541 1.10740  -0.182
C 0.88163 -1.66929 1.29208  -0.295
C 0.53295 -2.61211 2.25581  -0.126
C 1.52411 -3.20990 3.01625  -0.054
C 2.86593 -2.89162 2.82842  0.003
C 3.21587 -1.95488 1.87026  -0.227
O 4.47773 -1.56584 1.57158  -0.080
C 5.55412 -2.21968 2.25176  -0.034
N 0.67881 0.83656 -0.00830  -0.016
C 0.09233 2.15235 0.07992  -0.235
C -0.96712 2.49664 -0.73559  -0.031
C -1.57724 3.73677 -0.62116  -0.047
C -1.11756 4.63384 0.32462  -0.050
C -0.05638 4.30239 1.16110  -0.010
C 0.54945 3.06120 1.04635  -0.254
O 1.60553 2.66838 1.81538  -0.104
C 2.09334 3.60340 2.77128  -0.056
H 2.55777 -0.69555 -4.49007  0.096
H 3.02307 0.93776 -5.00857  0.110
H 1.33012 0.40730 -5.15199  0.089
H 1.13851 2.64077 -4.94372  0.116
H 1.03931 5.04248 -4.46793  0.118
H 1.76767 5.91713 -2.26818  0.117
H 2.54225 4.32701 -0.52685  0.122
H 3.72679 1.69224 -0.54935  0.172
H 3.61018 -0.45838 -0.13540  0.157
H -0.50156 -2.87752 2.42482  0.095
H 1.25600 -3.94248 3.76576  0.120
H 3.62167 -3.38065 3.42439  0.116
H 5.53056 -3.29211 2.05638  0.105
H 5.50685 -2.03326 3.32510  0.102
H 6.46578 -1.79063 1.85028  0.101
H -1.33173 1.76930 -1.44647  0.093
H -2.40663 3.99613 -1.26373  0.117
H -1.58214 5.60602 0.42185  0.117
H 0.28622 5.01894 1.89297  0.111
H 2.93767 3.12499 3.26008  0.097
H 1.32730 3.84448 3.51173  0.099
H 2.43337 4.52118 2.28927  0.099
C -3.15177 0.65964 4.75371  0.005
N -1.71374 0.44952 4.60385  -0.105
C -0.78347 0.42889 5.62738  -0.012
C 0.41693 0.18518 5.06725  -0.027
N 0.20079 0.07473 3.70933  0.106
C -1.09721 0.22566 3.43287  -0.636
S -1.91610 0.17706 1.91581  0.815
H -3.34474 1.02068 5.75899  0.104
H -3.68581 -0.27520 4.59160  0.105
H -3.49112 1.39838 4.03061  0.093
H -1.06248 0.58721 6.65365  0.139
H 1.39074 0.08090 5.50855  0.132
H 0.89246 -0.10305 2.99765  0.123



Q: Which value of molar mass does entry 1 give?
A: 809.87 g/mol